Density functional theory data (ωB97M-V with the def2-TZVPD basis set) for a cluster of 12 separate species, C19H62O12 in total.

The spin multiplicity is 1. The value obtained for the energy relative to the best compared isomer or geometry (same formula, charge and spin) is 154.1 kcal/mol. The HOMO energy comes out at -9.8058 eV. Its SMILES is CCO.CCO.CCO.CCO.CCO.CCO.CCO.CO.CO.CO.CO.CO. Its charge is 0.

Each atom is followed by the atoms it is bonded to, with distances in Å.
Element x y z (Å)
1 C 3.572 0.565 3.721  C2 1.543, H4 1.097, H5 1.108, H6 1.103
2 C 2.183 0.119 3.217  C1 1.543, O3 1.417, H7 1.041, H8 1.093
3 O 1.899 -1.163 3.750  C2 1.417, H9 0.948
4 H 3.793 1.579 3.364  C1 1.097
5 H 4.386 -0.069 3.317  C1 1.108
6 H 3.720 0.559 4.814  C1 1.103
7 H 2.244 -0.030 2.189  C2 1.041
8 H 1.399 0.863 3.382  C2 1.093
9 H 1.459 -1.734 3.135  O3 0.948
10 C 3.096 -2.326 -3.208  C11 1.518, H13 1.096, H14 1.112, H15 1.071
11 C 2.118 -1.653 -2.262  C10 1.518, O12 1.424, H16 1.069, H17 1.134
12 O 1.279 -2.537 -1.525  C11 1.424, H18 0.995
13 H 2.675 -3.045 -3.920  C10 1.096
14 H 3.932 -2.796 -2.645  C10 1.112
15 H 3.599 -1.564 -3.768  C10 1.071
16 H 1.483 -0.947 -2.754  C11 1.069
17 H 2.716 -1.033 -1.524  C11 1.134
18 H 0.469 -2.041 -1.229  O12 0.995
19 C -1.251 0.672 -3.669  C20 1.495, H22 1.128, H23 1.166, H24 1.112
20 C -0.656 0.765 -5.037  C19 1.495, O21 1.422, H25 1.038, H26 1.116
21 O -1.610 0.430 -6.037  C20 1.422, H27 0.955
22 H -1.672 1.681 -3.392  C19 1.128
23 H -0.443 0.497 -2.847  C19 1.166
24 H -2.120 -0.014 -3.567  C19 1.112
25 H 0.134 0.097 -5.120  C20 1.038
26 H -0.214 1.786 -5.128  C20 1.116
27 H -1.610 1.192 -6.612  O21 0.955
28 C -0.160 3.201 2.110  C29 1.487, H31 1.081, H32 1.102, H33 1.079
29 C 1.313 3.398 2.066  C28 1.487, O30 1.338, H34 1.118, H35 1.084
30 O 1.575 4.404 1.223  C29 1.338, H36 0.946
31 H -0.560 3.124 1.109  C28 1.081
32 H -0.637 3.862 2.851  C28 1.102
33 H -0.273 2.169 2.404  C28 1.079
34 H 1.839 2.520 1.617  C29 1.118
35 H 1.667 3.610 3.068  C29 1.084
36 H 2.509 4.511 1.330  O30 0.946
37 C 0.501 3.087 -2.073  C38 1.477, H40 1.093, H41 1.079, H42 1.068
38 C 1.330 4.117 -2.732  C37 1.477, O39 1.424, H43 1.075, H44 1.001
39 O 1.246 3.830 -4.124  C38 1.424, H45 0.985
40 H 0.493 3.110 -0.980  C37 1.093
41 H 0.855 2.116 -2.382  C37 1.079
42 H -0.514 3.155 -2.398  C37 1.068
43 H 2.369 4.111 -2.455  C38 1.075
44 H 0.904 4.998 -2.522  C38 1.001
45 H 1.942 4.378 -4.555  O39 0.985
46 C -1.811 -3.559 0.187  C47 1.541, H49 1.102, H50 1.059, H51 1.116
47 C -2.795 -2.915 1.183  C46 1.541, O48 1.438, H52 1.127, H53 1.095
48 O -3.056 -1.540 0.852  C47 1.438, H54 0.960
49 H -1.603 -4.588 0.523  C46 1.102
50 H -0.874 -3.084 0.053  C46 1.059
51 H -2.281 -3.597 -0.825  C46 1.116
52 H -2.456 -2.981 2.256  C47 1.127
53 H -3.767 -3.408 1.081  C47 1.095
54 H -3.976 -1.462 1.116  O48 0.960
55 C -0.122 -3.887 4.063  C56 1.514, H58 1.094, H59 1.073, H60 1.100
56 C 0.810 -4.049 2.881  C55 1.514, O57 1.412, H61 1.104, H62 1.077
57 O 0.863 -2.858 2.124  C56 1.412, H63 0.984
58 H -1.144 -3.557 3.855  C55 1.094
59 H 0.252 -3.177 4.775  C55 1.073
60 H -0.111 -4.894 4.505  C55 1.100
61 H 0.407 -4.779 2.157  C56 1.104
62 H 1.778 -4.390 3.207  C56 1.077
63 H 1.527 -2.982 1.408  O57 0.984
64 C -0.312 -0.016 0.163  O65 1.415, H66 1.117, H67 1.101, H68 1.075
65 O -1.006 -0.827 -0.766  C64 1.415, H69 0.968
66 H -0.922 0.625 0.844  C64 1.117
67 H 0.423 0.644 -0.324  C64 1.101
68 H 0.297 -0.687 0.741  C64 1.075
69 H -1.696 -1.263 -0.245  O65 0.968
70 C -3.898 -1.611 -2.385  O71 1.425, H72 1.080, H73 1.070, H74 1.099
71 O -4.816 -1.867 -3.445  C70 1.425, H75 1.015
72 H -3.924 -0.634 -1.926  C70 1.080
73 H -2.881 -1.918 -2.514  C70 1.070
74 H -4.329 -2.284 -1.631  C70 1.099
75 H -4.562 -2.710 -3.951  O71 1.015
76 C -2.947 2.252 -0.595  O77 1.428, H78 1.093, H79 1.065, H80 1.067
77 O -3.159 2.642 0.762  C76 1.428, H81 0.990
78 H -3.456 1.331 -0.891  C76 1.093
79 H -1.918 2.188 -0.862  C76 1.065
80 H -3.340 3.005 -1.240  C76 1.067
81 H -4.105 2.405 0.933  O77 0.990
82 C 3.248 1.827 -0.867  O83 1.390, H84 1.087, H85 1.040, H86 1.115
83 O 3.759 1.414 0.358  C82 1.390, H87 0.953
84 H 2.773 2.764 -0.588  C82 1.087
85 H 2.562 1.222 -1.361  C82 1.040
86 H 4.073 2.188 -1.525  C82 1.115
87 H 3.628 0.471 0.327  O83 0.953
88 C -1.443 -0.502 3.871  O89 1.449, H90 1.078, H91 1.074, H92 1.094
89 O -1.700 -0.658 5.288  C88 1.449, H93 0.974
90 H -2.347 -0.610 3.294  C88 1.078
91 H -0.775 -1.235 3.459  C88 1.074
92 H -0.967 0.472 3.724  C88 1.094
93 H -0.853 -0.460 5.726  O89 0.974

Here are the Löwdin charges for atoms 1 to 4, given in e: C -0.07; C -0.30; O -0.09; H 0.06